Below is a 6-piece molecular cluster, C31H33NO19 overall at a distorted geometry, with properties calculated with ωB97M-V/def2-TZVPD.

Last column: Mulliken charge in e.
CARTESIAN COORDINATES (ANGSTROEM)
C -3.066 -3.355 1.964  -0.9048
O -3.852 -2.240 1.881  -0.2667
C -4.509 -1.848 3.141  -0.7358
C -3.729 -0.787 3.998  -0.5758
O -3.519 0.466 3.282  -0.3240
C -2.800 1.433 4.060  -0.9159
H -3.735 -4.194 2.157  0.3800
H -2.383 -3.456 2.808  0.3442
H -2.486 -3.599 1.074  0.2692
H -4.688 -2.715 3.777  0.4443
H -5.514 -1.470 2.954  0.3783
H -2.803 -1.254 4.336  0.3656
H -4.334 -0.498 4.857  0.4117
H -3.102 1.623 5.090  0.3403
H -2.831 2.373 3.509  0.3041
H -1.735 1.200 4.064  0.2938
C 1.007 1.333 0.651  -0.0880
O 2.217 0.993 0.608  -0.6783
N -0.035 0.457 0.684  0.5651
C -1.344 0.996 0.445  -1.1541
C 0.058 -1.010 0.602  -0.3285
H 0.625 2.358 0.778  0.5156
H -1.431 2.073 0.590  0.4067
H -2.142 0.498 0.997  0.1934
H -1.617 0.848 -0.599  0.3617
H 1.063 -1.313 0.308  -0.2895
H -0.303 -1.591 1.452  0.2435
H -0.543 -1.311 -0.256  0.3277
C 0.344 4.317 -3.681  -1.1636
C 0.520 5.665 -3.810  0.5858
C 1.075 6.571 -2.744  0.4668
O 0.922 7.729 -2.793  -0.5234
C 1.691 5.767 -1.706  -0.5937
C 1.675 4.423 -1.624  0.3975
C 0.763 3.620 -2.473  0.9690
O 0.409 2.473 -2.190  -0.4367
O 2.403 3.774 -0.745  -0.5581
O 0.009 6.340 -4.942  -0.5240
H 0.008 3.691 -4.494  0.4197
H 2.280 6.295 -0.971  0.4372
H 2.274 2.828 -0.845  0.1246
H 0.344 7.240 -4.961  0.3260
C 6.024 -2.683 1.440  -0.1877
C 4.747 -2.262 1.652  0.4966
C 3.630 -3.238 1.838  0.5546
O 2.439 -2.897 1.966  -0.5613
C 4.145 -4.619 1.939  -0.8082
C 5.447 -4.952 1.810  0.9230
C 6.515 -4.045 1.406  0.3916
O 7.737 -4.229 1.250  -0.4903
O 5.781 -6.188 1.949  -0.4299
O 4.499 -0.971 1.616  -0.3471
H 6.729 -1.875 1.312  0.5024
H 3.384 -5.335 2.211  0.3889
H 5.044 -6.803 1.951  0.3447
H 3.582 -0.797 1.391  0.1980
C -4.745 1.822 -1.271  -0.7903
C -4.975 1.883 0.061  0.4361
C -6.216 1.566 0.654  0.7780
O -6.448 1.513 1.865  -0.6290
C -7.271 1.215 -0.288  -0.8975
C -7.142 1.052 -1.656  0.3174
C -5.733 1.360 -2.197  0.8842
O -5.336 1.131 -3.355  -0.6260
O -8.043 0.611 -2.442  -0.4984
O -3.975 1.972 0.968  -0.3570
H -3.775 1.929 -1.734  0.5958
H -8.187 1.015 0.248  0.4081
H -7.681 0.413 -3.308  0.3310
H -4.202 1.483 1.763  0.2067
C 2.543 -1.720 -2.360  -0.3880
C 3.293 -2.754 -1.887  0.1128
C 4.795 -2.801 -1.939  0.4231
O 5.413 -3.751 -1.469  -0.6844
C 5.329 -1.630 -2.532  -0.8207
C 4.581 -0.684 -3.027  0.9757
C 3.153 -0.471 -2.796  0.4898
O 2.524 0.575 -3.027  -0.5323
O 5.269 0.264 -3.698  -0.4808
O 2.657 -3.837 -1.367  -0.5307
H 1.472 -1.798 -2.244  0.5326
H 6.406 -1.595 -2.607  0.2760
H 6.180 -0.019 -3.804  0.3238
H 3.226 -4.595 -1.516  0.3578

E_tot: -2684.85379 Ha
Molecular weight: 723.59 g/mol
Multiplicity: 2
Total charge: +1
Orbital gap (spin up / spin down): 4.21 / 2.29 eV
<S²>: 0.7684

---

Below is a 2-piece molecular cluster, C7H18NOSi overall at a distorted geometry, with properties calculated with ωB97M-V/def2-TZVPD.

Last column: Mulliken charge in e.
CARTESIAN COORDINATES (ANGSTROEM)
C 0.351 2.775 0.171  -0.4316
C 1.599 2.385 0.182  0.3012
C -2.465 0.236 -1.474  -0.9664
C 4.032 -1.022 -0.673  -1.0232
C -3.673 -0.415 0.646  -0.9891
C -0.135 -0.690 1.424  -1.0477
C 2.693 -1.634 -0.190  -0.6107
N -2.620 -0.732 -0.364  -0.3483
O 1.918 1.093 -0.073  -0.1386
Si 1.407 -0.379 0.437  0.5353
H 0.121 3.745 0.359  0.3621
H -0.360 2.046 0.072  -0.2917
H 2.531 3.087 0.365  0.2867
H -1.919 -0.208 -2.278  0.3429
H -3.362 0.673 -1.722  0.4210
H -1.948 1.034 -1.040  0.2317
H 4.350 -0.463 0.206  0.2715
H 4.784 -1.841 -0.796  0.3555
H 3.733 -0.333 -1.427  0.3215
H -4.032 -1.343 1.077  0.3559
H -3.284 0.213 1.455  0.2752
H -4.378 0.219 0.303  0.3887
H 0.009 -1.353 2.175  0.6002
H -0.520 0.154 1.833  0.4109
H -0.989 -1.088 0.790  0.3210
H 2.643 -2.478 0.498  0.4909
H 2.382 -2.038 -1.234  0.3211
H -2.867 -1.644 -0.721  0.2540

E_tot: -696.66796 Ha
Molecular weight: 160.31 g/mol
Total charge: +1
Orbital gap: 7.70 eV

---

Below is a 2-piece molecular cluster, C12H12ClO3S overall at a distorted geometry, with properties calculated with ωB97M-V/def2-TZVPD.

Last column: Mulliken charge in e.
CARTESIAN COORDINATES (ANGSTROEM)
C 0.673 0.522 -1.636  -0.6422
C -0.494 1.540 -1.472  -0.4032
C -0.835 1.520 0.038  0.4774
O -1.719 2.199 0.548  -0.6361
C 0.144 0.627 0.672  -0.4612
C 1.015 0.123 -0.233  -0.6601
H 0.325 -0.339 -2.222  0.2398
H 1.523 0.927 -2.185  0.2474
H -0.211 2.552 -1.801  0.2475
H -1.374 1.254 -2.065  0.2576
H 0.107 0.421 1.735  0.4356
H 1.807 -0.572 -0.024  0.8415
Cl 3.840 0.125 0.944  -0.2233
C 5.190 -0.751 1.306  -0.6546
S 6.267 -1.397 0.124  1.0027
C 7.933 -1.562 0.842  0.0785
C 8.881 -0.558 0.607  -0.3407
C 10.201 -0.726 1.046  -0.4178
C 10.585 -1.882 1.731  -0.4213
C 9.628 -2.871 1.981  -0.3879
C 8.305 -2.720 1.539  -0.3680
O 5.894 -2.754 -0.212  -0.6351
O 6.471 -0.441 -0.941  -0.6864
H 5.454 -0.819 2.356  0.3935
H 8.597 0.333 0.036  0.3837
H 10.940 0.045 0.817  0.3227
H 11.616 -2.017 2.055  0.3500
H 9.921 -3.789 2.495  0.3243
H 7.569 -3.517 1.695  0.3358

E_tot: -1548.52358 Ha
Molecular weight: 271.74 g/mol
Total charge: -1
Orbital gap: 5.66 eV

---

Below is a 5-piece molecular cluster, C26H64N3O11S overall at a distorted geometry, with properties calculated with ωB97M-V/def2-TZVPD.

Last column: Mulliken charge in e.
CARTESIAN COORDINATES (ANGSTROEM)
C -0.579 5.829 0.300  -1.2239
C -0.803 4.434 0.905  -0.4805
C -0.668 3.291 -0.097  0.6596
C 0.624 3.331 -0.897  -0.4719
C 0.795 2.161 -1.906  -1.0341
N -0.241 1.132 -1.842  0.2314
C -0.212 0.066 -1.110  -0.1604
N 0.916 -0.151 -0.328  -0.3282
N -1.294 -0.804 -1.157  -0.2629
C -2.391 -0.456 -0.196  -0.7301
C -3.192 0.789 -0.594  0.5976
C -4.715 0.578 -0.767  -0.9703
C -5.197 1.173 -2.093  -0.8324
S -5.652 2.901 -1.958  1.1775
O -5.093 3.544 -3.100  -0.5939
O -7.048 3.021 -1.677  -0.6512
O -4.872 3.415 -0.668  -0.4110
H -0.705 5.847 -0.778  0.0576
H -1.316 6.514 0.711  0.3809
H 0.387 6.227 0.594  0.3406
H -1.816 4.391 1.301  0.3230
H -0.129 4.249 1.738  0.1712
H -1.527 3.241 -0.768  -0.1401
H -0.675 2.355 0.478  -0.0195
H 0.707 4.245 -1.474  0.3833
H 1.481 3.300 -0.225  0.4072
H 1.766 1.686 -1.815  0.2763
H 0.745 2.563 -2.914  0.3869
H -1.051 1.251 -2.429  0.4254
H 0.875 0.493 0.464  0.2470
H 0.889 -1.082 0.078  0.2447
H -0.966 -1.727 -0.895  0.3818
H -2.007 -0.348 0.820  0.3154
H -3.042 -1.325 -0.179  0.5827
H -3.069 1.513 0.205  0.1576
H -2.794 1.202 -1.514  -0.5600
H -5.013 -0.461 -0.660  0.5324
H -5.212 1.111 0.038  0.3574
H -4.427 1.172 -2.856  0.4304
H -6.097 0.686 -2.455  0.4537
H -5.560 3.593 -0.013  0.3235
C 4.337 -6.127 0.393  -0.7885
O 2.976 -6.320 0.038  -0.3651
C 2.063 -5.921 1.042  -0.6348
C 1.433 -4.587 0.713  -0.4523
O 2.384 -3.529 0.736  -0.3850
C 2.831 -3.148 -0.552  -0.7058
H 4.935 -6.285 -0.502  0.2490
H 4.520 -5.119 0.770  0.3737
H 4.641 -6.857 1.150  0.3283
H 2.551 -5.877 2.019  0.3769
H 1.274 -6.678 1.091  0.3857
H 0.671 -4.360 1.466  0.3855
H 0.944 -4.641 -0.266  0.3427
H 2.038 -2.600 -1.079  0.3043
H 3.129 -4.005 -1.158  0.3438
H 3.689 -2.490 -0.426  0.2522
C -2.619 5.797 -3.267  -0.6501
O -1.375 5.184 -3.598  -0.1577
C -1.429 4.448 -4.810  -0.2430
C -0.815 5.210 -5.964  -0.7714
O -1.573 6.359 -6.290  -0.3832
C -1.019 7.566 -5.797  -0.6475
H -2.432 6.491 -2.448  0.3019
H -3.030 6.352 -4.113  0.4212
H -3.336 5.039 -2.946  0.0310
H -2.462 4.175 -5.048  0.2919
H -0.858 3.523 -4.660  0.2535
H -0.804 4.563 -6.847  0.4061
H 0.219 5.481 -5.730  0.3498
H -0.121 7.838 -6.362  0.3364
H -0.770 7.492 -4.736  0.2297
H -1.766 8.346 -5.932  0.2460
C 3.480 -9.711 0.806  -0.7821
O 3.277 -11.101 0.652  -0.4043
C 3.878 -11.631 -0.520  -0.4800
C 5.180 -12.334 -0.215  -0.4806
O 6.171 -11.428 0.242  -0.3814
C 6.358 -11.457 1.645  -0.7249
H 3.154 -9.443 1.811  0.3099
H 4.534 -9.443 0.694  0.3449
H 2.885 -9.145 0.081  0.3330
H 4.044 -10.839 -1.257  0.2916
H 3.177 -12.352 -0.950  0.3968
H 5.555 -12.795 -1.134  0.3704
H 5.016 -13.129 0.519  0.3181
H 6.870 -12.376 1.949  0.3313
H 5.409 -11.380 2.180  0.3100
H 6.984 -10.606 1.909  0.2419
C -0.319 3.386 4.968  -0.8944
O -1.184 4.409 4.513  -0.1889
C -2.360 4.538 5.303  -0.5087
C -2.268 5.697 6.268  -0.5718
O -1.274 5.476 7.252  -0.3772
C -0.070 6.186 7.017  -0.6454
H 0.627 3.495 4.438  0.2390
H -0.132 3.463 6.040  0.4341
H -0.737 2.396 4.746  0.3019
H -2.557 3.611 5.850  0.3631
H -3.196 4.712 4.619  0.3379
H -3.226 5.800 6.785  0.3802
H -2.075 6.627 5.724  0.3282
H -0.207 7.255 7.209  0.3282
H 0.287 6.046 5.994  0.2346
H 0.676 5.800 7.709  0.2450

E_tot: -2418.71311 Ha
Molecular weight: 626.88 g/mol
Total charge: +1
Orbital gap: 7.17 eV